(1)
Formula: C4H13N2O2P
Source: the Open Molecules 2025 dataset
Level of theory: wB97M-V/def2-TZVPD

```
22
Properties=species:S:1:pos:R:3
C 0.742 1.668 1.596
C 1.299 -0.799 2.163
C -1.550 1.389 -1.746
C 0.327 0.197 1.452
N -0.809 -2.072 -1.678
N -0.158 -1.644 -0.547
O -0.262 -1.443 -2.845
O -1.037 0.661 -0.666
P 0.428 -0.029 -0.395
H 0.268 2.408 0.882
H 0.672 2.111 2.601
H 1.731 1.811 1.445
H 1.327 -0.827 3.167
H 2.410 -0.602 1.794
H 1.256 -1.795 1.878
H -1.252 1.250 -2.849
H -1.308 2.392 -1.688
H -2.572 1.163 -1.851
H -0.625 -0.072 1.734
H 0.630 -1.726 -2.797
H -1.771 -1.612 -1.573
H 0.253 -2.428 -0.075
```

The relative energy (zero: lowest compared OMol25 entry of this formula, charge and spin) is 439.7 kJ/mol. The calculation puts the HOMO energy at -8.2700 eV. Its gap between HOMO and LUMO is 0.34154 hartree. As for the SMILES: COP(NNO)C(C)C.

(2)
Formula: C30H43AuN2OP2
Source: the Open Molecules 2025 dataset
Level of theory: wB97M-V/def2-TZVPD

```
79
Properties=species:S:1:pos:R:3
Au -0.381 0.132 0.252
C -3.618 0.803 -3.430
C -2.650 -0.162 -2.750
C -3.349 -0.999 -1.672
P -1.100 0.623 -2.068
C -0.820 2.333 -2.759
C 0.633 2.737 -2.484
C -1.761 3.421 -2.238
C 0.229 -0.279 -2.942
C 0.135 -0.591 -4.288
C 1.174 -1.241 -4.947
C 2.322 -1.600 -4.248
C 2.455 -1.270 -2.918
C 1.427 -0.567 -2.247
N 1.529 -0.204 -0.936
C 2.718 0.010 -0.293
C 3.861 0.504 -0.957
C 5.035 0.701 -0.264
C 5.104 0.403 1.094
C 3.972 -0.043 1.769
C 2.770 -0.219 1.103
P 1.226 -0.785 1.880
C 1.186 -0.256 3.647
C 1.037 1.272 3.680
C 2.280 -0.713 4.622
C 1.212 -2.639 1.773
C 0.732 -3.089 0.389
C 2.553 -3.303 2.098
H -4.415 0.225 -3.899
H -3.141 1.400 -4.207
H -4.090 1.475 -2.711
H -2.271 -0.862 -3.493
H -3.908 -0.373 -0.975
H -2.636 -1.601 -1.103
H -4.057 -1.681 -2.145
H -0.966 2.214 -3.836
H 0.862 2.678 -1.415
H 0.787 3.770 -2.795
H 1.344 2.116 -3.028
H -1.560 3.643 -1.188
H -2.814 3.173 -2.359
H -1.580 4.336 -2.802
H -0.751 -0.320 -4.850
H 1.078 -1.479 -5.998
H 3.113 -2.144 -4.748
H 3.332 -1.579 -2.365
H 3.789 0.769 -2.004
H 5.901 1.096 -0.778
H 6.036 0.525 1.630
H 4.044 -0.264 2.822
H 0.250 -0.716 3.976
H 1.967 1.755 3.375
H 0.808 1.603 4.694
H 0.243 1.625 3.017
H 3.106 -0.003 4.652
H 2.673 -1.703 4.414
H 1.854 -0.741 5.626
H 0.463 -2.927 2.515
H 1.487 -2.880 -0.373
H -0.202 -2.604 0.093
H 0.562 -4.165 0.397
H 3.373 -2.858 1.532
H 2.496 -4.357 1.822
H 2.797 -3.266 3.156
O -1.691 -1.808 2.343
C -2.253 -0.805 3.170
C -2.932 0.319 2.415
C -4.055 0.905 2.987
C -4.735 1.900 2.311
C -4.274 2.281 1.062
C -3.139 1.675 0.571
N -2.457 0.723 1.225
H -2.404 -2.340 1.973
H -1.444 -0.384 3.770
H -2.972 -1.247 3.861
H -4.395 0.559 3.954
H -5.617 2.355 2.742
H -4.777 3.043 0.483
H -2.740 1.966 -0.382
```

The relative energy (zero: lowest compared OMol25 entry of this formula, charge and spin) is 126.2 kJ/mol. The total charge is +2. The calculation puts the HOMO energy (alpha / beta) at -12.8696 / -12.8131 eV. Its gap between HOMO and LUMO (alpha / beta) is 0.17751 / 0.17257 hartree.

(3)
Formula: C24H58BN3O12PS7
Source: the Open Molecules 2025 dataset
Level of theory: wB97M-V/def2-TZVPD

```
106
Properties=species:S:1:pos:R:3
C -2.177 4.656 1.390
C -1.834 4.735 -0.065
O -1.453 5.748 -0.589
N -1.982 3.548 -0.851
C -1.097 3.545 -2.035
C -1.898 2.353 -0.105
N -0.678 1.921 0.278
C -0.474 0.805 0.995
C -1.533 0.036 1.407
B -1.267 -1.259 2.315
N -1.642 -1.278 3.729
O -0.685 -2.294 1.694
C -2.813 0.460 1.003
C -3.987 -0.366 1.473
O -4.662 0.029 2.384
O -4.207 -1.536 0.867
C -3.023 1.622 0.235
P -4.670 2.240 -0.406
C -5.344 2.966 1.144
O -5.490 0.819 -0.504
H -1.327 4.264 1.956
H -3.047 4.040 1.601
H -2.386 5.658 1.751
H -0.032 3.516 -1.782
H -1.359 2.727 -2.699
H -1.263 4.463 -2.585
H 0.120 2.479 -0.003
H 0.550 0.544 1.228
H -2.549 -0.832 3.859
H -1.015 -0.731 4.313
H -0.385 -2.988 2.318
H -3.421 -1.855 0.401
H -6.252 2.428 1.421
H -4.652 2.878 1.978
H -5.585 4.017 0.983
H -6.050 0.650 0.264
C 0.436 -6.056 0.887
S 0.601 -6.089 2.668
O 0.569 -4.666 3.136
C 2.322 -6.582 2.690
H -0.574 -5.725 0.647
H 1.177 -5.373 0.473
H 0.588 -7.062 0.496
H 2.910 -5.856 2.128
H 2.410 -7.572 2.243
H 2.641 -6.617 3.729
C 5.117 -3.118 -0.813
S 3.416 -3.355 -0.318
O 3.228 -4.821 -0.102
C 2.682 -2.988 -1.916
H 5.759 -3.349 0.034
H 5.363 -3.786 -1.635
H 5.262 -2.079 -1.109
H 3.084 -3.671 -2.664
H 2.902 -1.954 -2.184
H 1.606 -3.125 -1.828
C -5.971 8.281 2.520
S -5.548 7.494 0.973
O -5.193 6.075 1.294
C -3.995 8.353 0.707
H -6.898 7.852 2.890
H -5.176 8.111 3.247
H -6.113 9.349 2.353
H -3.335 8.177 1.557
H -4.191 9.418 0.590
H -3.543 7.960 -0.201
C -2.314 5.993 -5.620
S -2.383 4.256 -6.069
O -1.531 3.528 -5.085
C -1.417 4.401 -7.573
H -2.830 6.109 -4.669
H -1.274 6.301 -5.521
H -2.820 6.583 -6.384
H -0.439 4.819 -7.337
H -1.949 5.035 -8.282
H -1.304 3.402 -7.989
C -9.301 5.642 5.277
S -9.420 7.065 4.190
O -8.361 8.023 4.612
C -10.973 7.682 4.841
H -8.362 5.138 5.058
H -9.310 5.977 6.314
H -10.135 4.968 5.082
H -10.865 7.875 5.908
H -11.757 6.948 4.658
H -11.206 8.606 4.318
C 7.784 -5.985 -3.368
S 7.886 -5.986 -1.575
O 7.839 -4.561 -1.136
C 9.592 -6.515 -1.485
H 6.790 -5.639 -3.644
H 8.540 -5.312 -3.772
H 7.937 -6.999 -3.736
H 10.222 -5.807 -2.024
H 9.695 -7.511 -1.915
H 9.878 -6.539 -0.435
C 12.560 -9.798 -0.428
S 12.434 -9.933 -2.214
O 11.486 -8.874 -2.657
C 11.526 -11.481 -2.229
H 13.063 -8.860 -0.204
H 11.560 -9.798 0.006
H 13.147 -10.631 -0.043
H 10.598 -11.362 -1.669
H 12.143 -12.266 -1.794
H 11.305 -11.721 -3.267
```

The total charge is +1. The calculation puts the HOMO energy at -10.0756 eV. Its gap between HOMO and LUMO is 0.23397 hartree.

(4)
Formula: C81H176N8O11
Source: the Open Molecules 2025 dataset
Level of theory: wB97M-V/def2-TZVPD

```
276
Properties=species:S:1:pos:R:3
C 4.899 -0.315 5.645
C 3.656 -1.205 5.493
C 3.652 -1.778 4.052
O 3.594 -2.229 6.443
H 4.697 0.394 6.448
H 5.046 0.221 4.707
H 5.840 -0.810 5.886
H 2.844 -0.479 5.518
H 4.231 -2.700 3.996
H 4.142 -1.055 3.400
H 2.652 -2.024 3.696
H 4.508 -2.521 6.488
C 0.683 5.840 -1.093
C -0.004 5.447 0.307
C -0.094 6.515 1.358
O -1.338 4.994 0.121
H 0.265 6.750 -1.525
H 0.600 5.098 -1.888
H 1.701 6.126 -0.832
H 0.473 4.571 0.747
H 0.853 6.884 1.750
H -0.538 6.122 2.273
H -0.788 7.318 1.108
H -1.710 5.701 -0.412
C -4.812 2.152 2.763
C -4.771 2.774 4.156
C -6.212 2.842 4.695
O -4.059 1.942 5.005
H -5.306 2.806 2.044
H -5.402 1.240 2.678
H -3.777 2.050 2.436
H -4.314 3.760 4.066
H -6.577 3.646 4.055
H -6.287 2.921 5.780
H -6.770 1.981 4.330
H -3.164 2.041 4.674
C 3.066 0.923 9.230
C 1.530 0.572 9.309
C 0.724 1.837 8.998
C -0.773 1.680 8.777
C -0.895 0.734 7.613
C -0.219 -0.649 7.815
N 1.181 -0.490 8.342
O 1.837 -1.657 8.660
C -1.013 -1.479 8.821
C -0.254 -1.528 6.552
C 1.180 0.277 10.841
H 3.370 1.453 10.133
H 3.280 1.533 8.353
H 3.624 -0.013 9.264
H 0.940 2.525 9.815
H 1.185 2.323 8.138
H -1.336 2.556 8.455
H -1.205 1.301 9.703
H -0.266 1.116 6.809
H -1.864 0.774 7.115
H -0.868 -1.135 9.845
H -2.093 -1.382 8.702
H -0.855 -2.554 8.914
H 0.121 -2.523 6.793
H -1.141 -1.443 5.925
H 0.558 -1.216 5.896
H 1.573 1.119 11.411
H 1.645 -0.650 11.175
H 0.128 0.192 11.112
H 2.417 -1.749 7.900
C 4.063 7.922 6.160
C 3.232 7.534 4.920
C 4.124 7.178 3.693
C 4.778 5.775 3.843
C 3.697 4.753 4.023
C 2.707 5.006 5.266
N 2.276 6.433 5.234
O 1.445 6.752 6.290
C 1.456 4.215 5.097
C 3.412 4.630 6.594
C 2.454 8.787 4.527
H 4.940 8.494 5.860
H 4.576 7.025 6.506
H 3.443 8.306 6.971
H 3.506 7.194 2.795
H 4.952 7.858 3.494
H 5.388 5.971 4.725
H 5.376 5.517 2.969
H 4.082 3.737 4.105
H 3.210 4.810 3.049
H 1.848 3.225 4.865
H 0.815 4.108 5.972
H 0.811 4.604 4.309
H 4.462 4.918 6.534
H 2.976 5.137 7.454
H 3.315 3.554 6.741
H 1.988 9.175 5.433
H 1.640 8.563 3.838
H 2.973 9.576 3.983
H 0.618 6.964 5.850
C -2.481 -5.421 -7.398
C -2.354 -3.925 -6.936
C -3.513 -3.558 -5.994
C -3.331 -2.249 -5.209
C -2.046 -2.322 -4.386
C -0.829 -2.612 -5.278
N -1.056 -3.812 -6.121
O 0.028 -4.265 -6.889
C -0.517 -1.288 -6.034
C 0.390 -2.945 -4.329
C -2.313 -2.963 -8.171
H -1.629 -5.814 -7.953
H -3.289 -5.478 -8.128
H -2.630 -6.043 -6.516
H -4.333 -3.386 -6.690
H -3.677 -4.425 -5.353
H -4.170 -2.082 -4.533
H -3.308 -1.362 -5.841
H -2.144 -3.061 -3.591
H -1.922 -1.366 -3.875
H -1.295 -0.941 -6.713
H -0.408 -0.449 -5.347
H 0.416 -1.468 -6.569
H 0.077 -3.673 -3.581
H 1.301 -3.304 -4.809
H 0.681 -2.120 -3.679
H -2.801 -3.426 -9.028
H -1.293 -2.834 -8.535
H -2.924 -2.064 -8.091
H 0.451 -4.915 -6.323
C -5.324 -5.548 2.179
C -3.931 -5.413 1.619
C -3.237 -6.770 1.776
C -1.983 -7.164 1.075
C -2.247 -6.858 -0.412
C -2.776 -5.431 -0.674
N -3.978 -5.201 0.152
O -4.725 -4.043 -0.146
C -1.613 -4.391 -0.443
C -3.282 -5.398 -2.134
C -3.140 -4.297 2.398
H -5.884 -4.630 2.001
H -5.314 -5.748 3.251
H -5.787 -6.438 1.752
H -3.097 -7.027 2.825
H -3.967 -7.556 1.578
H -1.903 -8.245 1.193
H -1.073 -6.728 1.487
H -2.854 -7.661 -0.830
H -1.287 -6.967 -0.916
H -0.969 -4.424 -1.322
H -2.054 -3.395 -0.472
H -1.093 -4.677 0.471
H -4.189 -5.961 -2.357
H -3.516 -4.361 -2.374
H -2.595 -5.765 -2.896
H -3.261 -3.253 2.111
H -2.061 -4.436 2.465
H -3.485 -4.451 3.421
H -5.536 -4.305 -0.588
C 0.223 -0.208 2.402
C 0.805 0.622 1.184
C 1.514 -0.298 0.157
C 0.591 -1.042 -0.813
C -0.416 -0.204 -1.498
C -1.091 0.833 -0.622
N -0.170 1.394 0.383
O -0.756 2.433 1.142
C -1.650 1.939 -1.611
C -2.387 0.154 0.039
C 1.987 1.489 1.823
H -0.490 -0.938 2.019
H -0.394 0.439 3.024
H 0.970 -0.630 3.075
H 2.300 0.174 -0.433
H 2.122 -0.980 0.752
H -0.130 -1.709 -0.339
H 1.194 -1.618 -1.514
H -1.092 -0.978 -1.860
H 0.029 0.442 -2.255
H -2.328 2.561 -1.026
H -0.889 2.604 -2.018
H -2.280 1.505 -2.387
H -3.018 0.845 0.600
H -3.021 -0.309 -0.716
H -2.102 -0.669 0.694
H 2.518 2.147 1.136
H 2.694 0.913 2.421
H 1.494 2.225 2.459
H -0.644 3.241 0.636
C -6.243 5.409 -6.809
C -5.971 3.943 -6.267
C -6.757 3.029 -7.205
C -6.368 1.572 -7.114
C -4.866 1.371 -7.219
C -4.027 2.266 -6.151
N -4.534 3.656 -6.195
O -3.756 4.613 -5.519
C -4.182 1.769 -4.737
C -2.572 2.163 -6.547
C -6.641 3.809 -4.878
H -5.441 6.123 -6.626
H -7.178 5.854 -6.468
H -6.338 5.365 -7.894
H -7.827 3.221 -7.121
H -6.423 3.251 -8.219
H -6.849 1.117 -7.980
H -6.830 1.107 -6.243
H -4.461 1.683 -8.182
H -4.674 0.311 -7.055
H -3.667 2.454 -4.063
H -5.216 1.569 -4.457
H -3.678 0.805 -4.662
H -2.275 1.124 -6.686
H -2.430 2.675 -7.498
H -1.892 2.598 -5.815
H -6.060 4.380 -4.153
H -6.748 2.825 -4.422
H -7.650 4.211 -4.979
H -3.455 5.132 -6.269
C 5.725 2.906 -4.254
C 4.420 2.227 -4.707
C 3.315 2.692 -3.651
C 1.842 2.309 -3.910
C 1.535 2.622 -5.326
C 2.475 2.076 -6.433
N 3.894 2.466 -6.093
O 4.922 2.269 -7.115
C 2.252 0.562 -6.731
C 2.062 2.909 -7.703
C 4.547 0.747 -4.549
H 6.577 2.485 -4.787
H 5.873 2.810 -3.178
H 5.690 3.954 -4.550
H 3.535 2.103 -2.761
H 3.394 3.749 -3.395
H 1.204 2.971 -3.324
H 1.663 1.251 -3.719
H 1.535 3.707 -5.425
H 0.567 2.261 -5.675
H 3.142 0.053 -7.102
H 2.103 0.009 -5.804
H 1.569 0.295 -7.538
H 0.994 2.872 -7.916
H 2.500 3.906 -7.650
H 2.574 2.457 -8.552
H 3.599 0.210 -4.595
H 4.937 0.520 -3.557
H 5.247 0.376 -5.297
H 5.119 3.157 -7.421
C 2.612 -8.191 1.125
C 2.889 -7.143 -0.037
C 2.116 -5.892 0.537
C 2.477 -4.620 -0.153
C 3.962 -4.339 -0.019
C 4.766 -5.525 -0.742
N 4.323 -6.862 -0.190
O 4.972 -7.882 -0.925
C 4.533 -5.417 -2.266
C 6.238 -5.297 -0.455
C 2.071 -7.611 -1.256
H 1.659 -8.718 1.092
H 2.929 -7.837 2.105
H 3.212 -9.098 1.046
H 1.055 -5.966 0.296
H 2.140 -5.674 1.605
H 1.836 -3.817 0.214
H 2.206 -4.779 -1.197
H 4.298 -4.152 1.001
H 4.031 -3.419 -0.598
H 5.333 -6.056 -2.641
H 3.637 -5.917 -2.634
H 4.527 -4.377 -2.593
H 6.572 -5.569 0.546
H 6.941 -5.885 -1.045
H 6.514 -4.243 -0.484
H 1.979 -6.905 -2.082
H 1.074 -8.023 -1.096
H 2.562 -8.467 -1.719
H 5.674 -8.110 -0.311
```

The total charge is +1. The calculation puts the HOMO energy (alpha / beta) at -8.6701 / -8.6701 eV. Its gap between HOMO and LUMO (alpha / beta) is 0.21724 / 0.07015 hartree. As for the multiplicity: 2.